# 1
The following is a DFT calculation (ωB97M-V with the def2-TZVPD basis set) of a 3-piece molecular cluster, C26H28F4IN2Si overall.

CARTESIAN COORDINATES (ANGSTROEM)
C (0.668, 0.308, -1.291)
Si (-0.331, -1.307, -1.638)
C (-0.906, -1.133, -3.479)
C (0.750, -2.887, -1.567)
C (0.441, -3.852, -0.342)
C (1.660, -4.067, 0.652)
F (1.343, -5.198, 1.445)
F (2.869, -4.229, 0.001)
C (1.679, -2.860, 1.686)
N (0.871, -2.899, 2.812)
C (1.157, -1.683, 3.499)
C (2.167, -0.929, 2.745)
N (2.436, -1.721, 1.589)
I (3.756, -1.084, 0.154)
C (-1.804, -1.290, -0.435)
C (-2.855, -2.354, -0.645)
C (-4.009, -2.429, 0.280)
C (-4.057, -1.440, 1.389)
C (-3.061, -0.373, 1.604)
C (-1.897, -0.294, 0.676)
H (1.485, 0.483, -2.045)
H (-0.081, 1.153, -1.439)
H (1.017, 0.383, -0.224)
H (-1.887, -1.641, -3.684)
H (-0.959, -0.044, -3.792)
H (-0.083, -1.586, -4.121)
H (0.579, -3.491, -2.513)
H (1.829, -2.546, -1.561)
H (-0.430, -3.541, 0.298)
H (0.174, -4.876, -0.754)
H (0.210, -3.625, 3.090)
H (0.701, -1.324, 4.461)
H (2.615, 0.050, 3.034)
H (-2.724, -3.073, -1.507)
H (-4.754, -3.246, 0.114)
H (-4.917, -1.521, 2.106)
H (-3.099, 0.375, 2.439)
H (-1.108, 0.500, 0.813)
F (-4.087, -0.327, -4.811)
C (-4.245, 0.955, -4.436)
C (-4.692, 1.882, -5.361)
C (-4.860, 3.205, -4.971)
C (-4.568, 3.587, -3.665)
C (-4.115, 2.646, -2.748)
C (-3.957, 1.321, -3.134)
H (-4.906, 1.567, -6.375)
H (-5.217, 3.938, -5.684)
H (-4.695, 4.621, -3.364)
H (-3.884, 2.945, -1.732)
H (-3.613, 0.571, -2.430)
F (2.951, 3.011, 2.483)
C (4.116, 3.273, 3.110)
C (5.073, 2.279, 3.201)
C (6.276, 2.547, 3.843)
C (6.502, 3.802, 4.395)
C (5.529, 4.792, 4.300)
C (4.330, 4.528, 3.649)
H (4.873, 1.304, 2.772)
H (7.035, 1.777, 3.914)
H (7.438, 4.010, 4.899)
H (5.705, 5.769, 4.734)
H (3.565, 5.289, 3.559)

The value obtained for the HOMO energy is -10.8131 eV. As for the molecular weight: 599.5 g mol⁻¹. The value obtained for the LUMO energy is -4.7472 eV. For the calculated total energy, the calculation gives -57236.123 eV. Its orbital gap is 6.1 eV. As for the total charge: +1.

These are the Löwdin partial charges, in e, on atoms 1 to 5: atom 1 (C): -0.239, atom 2 (Si): 0.562, atom 3 (C): -0.183, atom 4 (C): -0.233, atom 5 (C): -0.129

=====

# 2
The following is a DFT calculation (ωB97M-V with the def2-TZVPD basis set) of C26H28F6HfNO2 as an isolated structure.

CARTESIAN COORDINATES (ANGSTROEM)
C (-2.472, 1.558, -0.196)
C (-1.828, 1.082, -1.361)
C (-1.523, -0.285, -1.171)
H (-1.596, 1.666, -2.233)
C (-2.011, -0.658, 0.098)
C (-2.596, 0.473, 0.695)
H (-1.896, -1.622, 0.559)
C (1.023, 2.871, 0.749)
C (0.529, 2.955, -0.563)
C (1.077, 1.886, -1.304)
H (-0.171, 3.686, -0.932)
C (1.910, 1.119, -0.462)
C (1.871, 1.745, 0.812)
H (-1.031, -0.935, -1.875)
H (-2.992, 0.517, 1.694)
H (-2.819, 2.564, -0.027)
H (2.368, 1.401, 1.700)
H (0.869, 1.674, -2.337)
H (0.774, 3.521, 1.570)
Hf (-0.283, 0.948, 0.393)
C (2.748, -0.084, -0.839)
C (4.143, 0.103, -0.232)
C (2.857, -0.210, -2.355)
H (4.588, 1.030, -0.591)
H (4.788, -0.727, -0.503)
H (4.093, 0.160, 0.855)
H (3.339, 0.667, -2.785)
H (1.874, -0.315, -2.812)
H (3.451, -1.080, -2.614)
C (2.050, -1.319, -0.254)
C (2.742, -2.659, -0.373)
H (1.065, -1.412, -0.722)
H (1.837, -1.149, 0.801)
O (3.936, -2.819, -0.605)
N (1.925, -3.737, -0.184)
C (0.484, -3.739, -0.084)
H (2.388, -4.620, -0.333)
C (-0.268, -3.714, -1.396)
C (-1.658, -3.814, -1.372)
H (-2.171, -3.892, -0.422)
C (-2.388, -3.800, -2.549)
H (-3.466, -3.878, -2.513)
C (-1.739, -3.675, -3.772)
H (-2.309, -3.658, -4.691)
C (-0.359, -3.564, -3.802)
H (0.156, -3.464, -4.749)
C (0.373, -3.587, -2.621)
H (1.451, -3.510, -2.656)
H (0.158, -2.895, 0.522)
H (0.195, -4.630, 0.475)
C (-3.069, 2.412, 3.168)
C (-1.564, 2.776, 3.090)
O (-0.745, 1.698, 2.523)
C (-1.468, 4.224, 2.463)
F (-2.473, 5.036, 2.965)
F (-0.297, 4.888, 2.786)
F (-1.623, 4.194, 1.097)
C (-1.079, 2.876, 4.567)
F (-1.770, 3.849, 5.271)
F (-1.255, 1.663, 5.211)
F (0.271, 3.180, 4.608)
H (-3.562, 2.478, 2.181)
H (-3.632, 3.133, 3.798)
H (-3.221, 1.420, 3.643)

The value obtained for the HOMO energy is -12.2940 eV. As for the molecular weight: 679.0 g mol⁻¹. The value obtained for the LUMO energy is -4.6357 eV. For the calculated total energy, the calculation gives -50608.809 eV. Its orbital gap is 7.7 eV. For the energy above the lowest of the compared OMol25 structures with the same formula, charge and spin, the calculation gives 0.000 eV. As for the total charge: +1.

These are the Löwdin partial charges, in e, on atoms 1 to 5: atom 1 (C): -0.149, atom 2 (C): -0.157, atom 3 (C): -0.166, atom 4 (H): 0.132, atom 5 (C): -0.149

=====

# 3
The following is a DFT calculation (ωB97M-V with the def2-TZVPD basis set) of C26H28F6N5O4Pt as an isolated structure.

CARTESIAN COORDINATES (ANGSTROEM)
Pt (-0.204, 1.349, 0.377)
C (3.044, 4.459, 0.603)
O (2.768, 4.766, -0.766)
C (1.447, 4.922, -1.104)
C (1.088, 6.062, -1.775)
C (-0.234, 6.264, -2.198)
C (-1.173, 5.308, -1.910)
C (-0.845, 4.122, -1.221)
C (-1.938, 3.210, -0.971)
N (-1.842, 2.107, -0.320)
N (-3.000, 1.360, -0.141)
C (-2.715, 0.261, 0.496)
O (-1.538, -0.079, 0.914)
C (-3.811, -0.702, 0.782)
C (-3.548, -1.789, 1.608)
C (-4.543, -2.718, 1.877)
C (-5.806, -2.566, 1.323)
C (-6.071, -1.478, 0.499)
C (-5.079, -0.550, 0.227)
C (0.502, 3.885, -0.826)
O (0.968, 2.814, -0.269)
H (4.069, 4.784, 0.781)
H (2.932, 3.396, 0.804)
H (2.372, 5.016, 1.263)
H (1.858, 6.800, -1.966)
H (-0.506, 7.164, -2.732)
H (-2.203, 5.450, -2.216)
H (-2.926, 3.474, -1.337)
H (-2.556, -1.888, 2.033)
H (-4.330, -3.564, 2.520)
H (-6.583, -3.292, 1.530)
H (-7.055, -1.356, 0.064)
H (-5.267, 0.299, -0.415)
C (3.440, 0.137, 2.384)
C (1.917, 0.004, 2.215)
O (1.555, 0.538, 1.028)
C (1.248, 0.715, 3.417)
F (1.506, 2.032, 3.366)
F (1.726, 0.278, 4.611)
F (-0.080, 0.568, 3.464)
C (1.576, -1.510, 2.249)
F (2.018, -2.132, 3.374)
F (2.176, -2.131, 1.215)
F (0.268, -1.777, 2.157)
H (3.686, 1.196, 2.340)
H (3.912, -0.358, 1.537)
H (3.808, -0.291, 3.315)
C (0.284, -4.676, -0.237)
C (-0.981, -3.835, -0.249)
N (-0.721, -2.513, -0.769)
C (0.401, -2.124, -1.473)
N (0.517, -0.882, -1.757)
C (1.720, -0.426, -2.419)
C (2.904, -1.353, -2.189)
C (2.494, -2.772, -2.538)
N (1.300, -3.124, -1.800)
C (0.994, -4.516, -1.569)
H (0.036, -5.725, -0.060)
H (0.948, -4.335, 0.557)
H (-1.378, -3.745, 0.764)
H (-1.748, -4.346, -0.848)
H (-1.171, -1.721, -0.329)
H (1.951, 0.574, -2.042)
H (1.540, -0.322, -3.499)
H (3.184, -1.311, -1.133)
H (3.769, -1.054, -2.787)
H (3.280, -3.481, -2.263)
H (2.337, -2.866, -3.623)
H (1.936, -5.070, -1.570)
H (0.373, -4.937, -2.377)

The value obtained for the HOMO energy is -4.6056 eV. As for the molecular weight: 783.6 g mol⁻¹. The value obtained for the LUMO energy is 2.8044 eV. For the calculated total energy, the calculation gives -62612.321 eV. Its orbital gap is 7.4 eV. For the energy above the lowest of the compared OMol25 structures with the same formula, charge and spin, the calculation gives 0.039 eV. As for the total charge: -1.

These are the Löwdin partial charges, in e, on atoms 1 to 5: atom 1 (Pt): 1.263, atom 2 (C): -0.067, atom 3 (O): -0.096, atom 4 (C): -0.233, atom 5 (C): -0.022